No. 1
The following is a DFT calculation (ωB97M-V with the def2-TZVPD basis set) of a cluster of 12 separate species, C56H144N8O20 in total in a non-equilibrium geometry.

Cartesian coordinates (Å):
C (-4.2655, 0.9736, -7.4751)
C (-3.8093, 2.0508, -6.4102)
O (-2.4104, 2.3762, -6.6804)
H (-4.2115, 1.4152, -8.5440)
H (-5.3350, 0.8467, -7.2969)
H (-3.6496, 0.1102, -7.3355)
H (-3.8901, 1.6435, -5.4035)
H (-4.4008, 2.9379, -6.4993)
H (-2.2815, 3.1464, -6.1412)
C (-2.1323, -1.9617, 3.8939)
C (-1.8764, -1.0005, 2.7259)
O (-1.2058, -1.7110, 1.7091)
H (-2.3054, -2.9380, 3.3995)
H (-2.9978, -1.6182, 4.4804)
H (-1.2007, -2.0316, 4.4430)
H (-1.2094, -0.1929, 3.1395)
H (-2.7969, -0.7045, 2.2603)
H (-0.4969, -1.1026, 1.3421)
C (7.0930, -5.4647, -0.1164)
C (6.9457, -6.9233, -0.3098)
O (5.7584, -7.4818, 0.2956)
H (7.4574, -5.1557, 0.9063)
H (6.2257, -4.8978, -0.4184)
H (7.9569, -5.2661, -0.6485)
H (7.8875, -7.5021, 0.0393)
H (6.9103, -7.1942, -1.3984)
H (5.2005, -7.9164, -0.3638)
C (-6.4318, -1.3145, -4.0799)
C (-5.4297, -1.9738, -3.1658)
O (-4.1709, -1.5258, -3.5472)
H (-6.2728, -0.1511, -4.0147)
H (-7.4648, -1.3763, -3.7961)
H (-6.3107, -1.6632, -5.1070)
H (-5.5818, -3.0636, -3.3500)
H (-5.6740, -1.8263, -2.1141)
H (-3.5185, -2.2253, -3.2634)
C (-4.7037, -4.2140, -0.0793)
O (-3.4361, -4.8700, -0.1814)
C (-2.5129, -4.6546, 0.8599)
C (-1.1821, -5.4149, 0.5607)
N (-1.1396, -6.7398, 1.0962)
C (-1.2541, -6.9324, 2.4951)
C (-0.7997, -8.3619, 2.7300)
O (-1.7969, -9.1846, 2.1012)
C (-1.5586, -10.5597, 2.2937)
H (-4.4433, -3.1476, 0.2048)
H (-5.3031, -4.6677, 0.7417)
H (-5.1756, -4.2238, -1.0928)
H (-2.9574, -5.0309, 1.8678)
H (-2.2093, -3.6104, 0.9709)
H (-0.4457, -4.8466, 1.0975)
H (-1.1227, -5.4834, -0.5147)
H (-1.7283, -7.4201, 0.6589)
H (-2.2439, -6.7112, 2.8713)
H (-0.5120, -6.2845, 3.0056)
H (-0.8279, -8.5807, 3.7750)
H (0.1674, -8.4555, 2.2141)
H (-1.8741, -10.8553, 3.3355)
H (-0.4902, -10.8219, 2.2278)
H (-2.1675, -11.2258, 1.6134)
C (-2.7220, 1.2355, -2.2092)
O (-1.3687, 1.5742, -1.7405)
C (-0.8316, 0.5782, -0.8449)
C (0.6445, 0.7595, -0.4742)
N (0.9954, -0.4767, 0.2789)
C (2.3389, -0.4927, 0.8461)
C (2.5311, -1.6980, 1.7837)
O (2.2653, -2.8337, 1.0009)
C (2.0733, -3.9603, 1.8493)
H (-2.9277, 0.1945, -2.3750)
H (-2.7173, 1.8539, -3.1290)
H (-3.4500, 1.6246, -1.4421)
H (-1.0208, -0.3411, -1.3978)
H (-1.3738, 0.6271, 0.1400)
H (0.7806, 1.6316, 0.2228)
H (1.1873, 0.9280, -1.4104)
H (1.0464, -1.2749, -0.3773)
H (2.5891, 0.4088, 1.3790)
H (3.1083, -0.5381, 0.1093)
H (1.7643, -1.5329, 2.6191)
H (3.5175, -1.6399, 2.2526)
H (1.9026, -4.9425, 1.2885)
H (1.2282, -3.8219, 2.5063)
H (2.9524, -4.1004, 2.5145)
C (5.6365, 3.1534, 2.3139)
O (6.0998, 1.8521, 2.4446)
C (6.5340, 1.4080, 1.1475)
C (7.1489, -0.0269, 1.2861)
N (6.1906, -0.9998, 1.7012)
C (6.9005, -2.1681, 2.1744)
C (6.0023, -3.2384, 2.6999)
O (5.5619, -2.7533, 3.9070)
C (4.7872, -3.6453, 4.7089)
H (5.0378, 3.2715, 1.4056)
H (6.4892, 3.8255, 2.1910)
H (5.0445, 3.3940, 3.1544)
H (7.2778, 2.1445, 0.8899)
H (5.6901, 1.3894, 0.4158)
H (8.0272, -0.0429, 1.9258)
H (7.5996, -0.2459, 0.2897)
H (5.7136, -0.5365, 2.5134)
H (7.6480, -1.9204, 2.9451)
H (7.4595, -2.5404, 1.3572)
H (6.6604, -4.0882, 2.8562)
H (5.1784, -3.4747, 1.9911)
H (5.4506, -4.4769, 5.0276)
H (3.9994, -4.1178, 4.2039)
H (4.4413, -3.1357, 5.5834)
C (-0.5467, 8.7582, 1.6395)
O (-1.5203, 7.7381, 2.0111)
C (-1.0080, 6.4654, 2.0179)
C (-2.2741, 5.5467, 2.0888)
N (-1.9632, 4.2054, 1.7197)
C (-3.2151, 3.4183, 1.3990)
C (-3.6442, 2.8298, 2.7773)
O (-4.2980, 1.5832, 2.6990)
C (-4.6176, 1.0916, 3.9539)
H (-0.9970, 9.7416, 1.8524)
H (-0.2419, 8.6206, 0.6174)
H (0.3636, 8.7766, 2.2500)
H (-0.3565, 6.3042, 2.8313)
H (-0.5069, 6.3234, 1.0451)
H (-3.0479, 5.9931, 1.4685)
H (-2.7456, 5.6037, 3.0952)
H (-1.4545, 4.3053, 0.8626)
H (-2.8976, 2.6308, 0.7408)
H (-3.9372, 4.1072, 0.9623)
H (-4.3164, 3.5182, 3.3515)
H (-2.6956, 2.7357, 3.3451)
H (-3.7298, 1.1936, 4.6275)
H (-4.8141, 0.0076, 3.8004)
H (-5.4952, 1.6035, 4.3742)
C (1.5456, -0.9009, -3.5541)
O (0.7770, -1.7790, -2.7159)
C (-0.3059, -2.3543, -3.4145)
C (-0.9577, -3.3163, -2.4527)
N (-2.2491, -3.8506, -2.8434)
C (-2.1115, -4.9150, -3.8014)
C (-3.3976, -5.7649, -3.9163)
O (-4.3660, -5.0111, -4.5811)
C (-5.6860, -5.6560, -4.7182)
H (2.3760, -0.4924, -3.0181)
H (0.8962, -0.1527, -3.9200)
H (1.9582, -1.4379, -4.3919)
H (0.1045, -2.7260, -4.3632)
H (-1.1161, -1.6699, -3.6123)
H (-1.1209, -2.7608, -1.5023)
H (-0.2624, -4.1401, -2.1354)
H (-2.7766, -4.2093, -2.0681)
H (-1.2174, -5.5276, -3.5060)
H (-1.8444, -4.5272, -4.8250)
H (-3.6909, -6.0374, -2.8728)
H (-3.1812, -6.7525, -4.4903)
H (-6.2828, -4.9259, -5.2060)
H (-6.1854, -6.0162, -3.8060)
H (-5.5679, -6.5147, -5.3584)
C (-0.3491, 4.6346, 7.4609)
O (-0.6042, 3.6733, 6.4414)
C (-0.7943, 4.1629, 5.1358)
C (0.1666, 3.3484, 4.3169)
N (-0.0801, 1.8875, 4.5023)
C (0.8780, 1.0466, 3.7630)
C (2.3849, 1.3766, 4.0136)
O (2.7758, 0.9518, 5.3445)
C (4.0991, 1.1989, 5.5653)
H (-1.1841, 5.2626, 7.5500)
H (0.4257, 5.3022, 7.0885)
H (-0.2761, 4.0573, 8.3392)
H (-0.5559, 5.2829, 5.0641)
H (-1.7900, 3.9111, 4.7846)
H (1.1491, 3.6952, 4.5198)
H (-0.0081, 3.4389, 3.2719)
H (0.0267, 1.6846, 5.4645)
H (0.6409, 1.1565, 2.7404)
H (0.6229, 0.0209, 4.0048)
H (2.6840, 2.4357, 3.7714)
H (3.0223, 0.7561, 3.3811)
H (4.2730, 0.7655, 6.4876)
H (4.2153, 2.2632, 5.6912)
H (4.7478, 0.8785, 4.7650)
C (1.2395, 3.8721, -1.2461)
O (2.1639, 3.5323, -2.2861)
C (3.4865, 4.0360, -1.9542)
C (4.5372, 3.0854, -2.3767)
N (4.4151, 1.8214, -1.7397)
C (5.2105, 0.8177, -2.4389)
C (5.4108, -0.4898, -1.8227)
O (4.2995, -1.2428, -2.1015)
C (4.4632, -2.5241, -1.5379)
H (1.6526, 3.6290, -0.2490)
H (0.2610, 3.4123, -1.5054)
H (1.0472, 4.9919, -1.2246)
H (3.4859, 4.2374, -0.8722)
H (3.5913, 5.0180, -2.5201)
H (5.5409, 3.6091, -2.2385)
H (4.4197, 2.9592, -3.4123)
H (3.4798, 1.5603, -1.5298)
H (6.2086, 1.2286, -2.5710)
H (4.8896, 0.6447, -3.4780)
H (5.6581, -0.3377, -0.8010)
H (6.4071, -0.8852, -2.2757)
H (3.5418, -3.1287, -1.6168)
H (4.6048, -2.4304, -0.4951)
H (5.3196, -3.0617, -2.0356)
C (-7.1379, 7.1499, -1.8312)
O (-5.8790, 6.5014, -1.8953)
C (-4.8034, 7.3077, -1.5162)
C (-3.5880, 6.3725, -1.4262)
N (-2.9965, 6.1690, -2.7089)
C (-2.1090, 5.0831, -2.9240)
C (-1.5746, 5.1803, -4.3485)
O (-2.6019, 4.8680, -5.1967)
C (-2.4385, 5.5324, -6.4567)
H (-7.1600, 7.8986, -2.6235)
H (-7.1983, 7.6467, -0.8083)
H (-7.8723, 6.3832, -2.0710)
H (-5.0514, 7.7649, -0.5588)
H (-4.6907, 8.1076, -2.3141)
H (-3.9842, 5.5135, -0.8742)
H (-2.8873, 6.8258, -0.7670)
H (-3.7226, 5.9805, -3.3844)
H (-2.5934, 4.1080, -2.7097)
H (-1.3200, 4.9942, -2.2522)
H (-0.7802, 4.4095, -4.4747)
H (-1.1407, 6.1265, -4.6065)
H (-1.6044, 5.1010, -6.9811)
H (-2.1950, 6.5532, -6.3149)
H (-3.3329, 5.4020, -7.0849)

Results
Energy above the lowest of the compared OMol25 structures with the same formula, charge and spin ... 58.66 kcal per mole
Structure (SMILES) ... COCCNCCOC.COCCNCCOC.COCCNCCOC.COCCNCCOC.COCCNCCOC.COCCNCCOC.COCCNCCOC.COCCNCCOC.CCO.CCO.CCO.CCO
HOMO level ... -0.3010 Ha
Frontier orbital gap ... 8.6907 eV


No. 2
The following is a DFT calculation (ωB97M-V with the def2-TZVPD basis set) of a cluster of 14 separate species, C56H147N28O7P7 in total in a non-equilibrium geometry.

Cartesian coordinates (Å):
O (0.7174, 5.4585, -2.0358)
P (1.1087, 6.1872, -0.7616)
N (0.3708, 5.5166, 0.6363)
C (0.6895, 5.9048, 1.9965)
C (-1.0119, 4.9844, 0.5457)
N (0.7712, 7.8721, -0.6442)
C (1.4272, 8.7899, 0.3718)
C (-0.3542, 8.4376, -1.3906)
N (2.8142, 6.1590, -0.4414)
C (3.7447, 6.9340, -1.3110)
C (3.4851, 5.1270, 0.3474)
H (0.0876, 6.6085, 2.5716)
H (1.6092, 6.4832, 1.9092)
H (0.9059, 5.0796, 2.6749)
H (-1.7988, 5.7151, 0.7320)
H (-1.1438, 4.1493, 1.2338)
H (-1.1590, 4.6491, -0.4810)
H (0.6442, 9.1528, 1.0376)
H (2.2692, 8.2531, 0.8088)
H (1.8437, 9.6283, -0.1865)
H (-0.7086, 9.3873, -0.9899)
H (-0.0550, 8.4560, -2.4386)
H (-1.0976, 7.6524, -1.2533)
H (4.4850, 6.2594, -1.7411)
H (3.1994, 7.5308, -2.0421)
H (4.2199, 7.7326, -0.7413)
H (3.0263, 4.9914, 1.3268)
H (4.5244, 5.3884, 0.5461)
H (3.4488, 4.1732, -0.1790)
O (-0.6099, -8.0754, -5.6196)
P (-0.6045, -7.0974, -4.4784)
N (-0.7750, -5.3994, -4.8669)
C (-2.0228, -4.9455, -5.4585)
C (0.4714, -4.7037, -5.4594)
N (0.8263, -7.2241, -3.5199)
C (2.1353, -7.6168, -4.1416)
C (0.9469, -6.4788, -2.2386)
N (-1.7341, -7.3791, -3.2330)
C (-1.8997, -8.8303, -2.9524)
C (-2.4878, -6.4696, -2.3932)
H (-2.2240, -5.3849, -6.4356)
H (-1.9861, -3.8576, -5.5155)
H (-2.7896, -5.2743, -4.7571)
H (1.2583, -4.3676, -4.7842)
H (0.1336, -3.7882, -5.9450)
H (1.0306, -5.3821, -6.1036)
H (3.0206, -7.2523, -3.6206)
H (2.1983, -8.7047, -4.1200)
H (2.2263, -7.4075, -5.2074)
H (1.2434, -7.1371, -1.4220)
H (1.8249, -5.8329, -2.2413)
H (0.0873, -5.8783, -1.9408)
H (-0.8743, -9.1999, -2.9425)
H (-2.2675, -8.9762, -1.9368)
H (-2.4952, -9.4340, -3.6373)
H (-2.0554, -6.3976, -1.3952)
H (-3.4824, -6.8737, -2.2051)
H (-2.4371, -5.4598, -2.8004)
O (-4.2983, 0.5952, -4.0534)
P (-3.3236, 1.6324, -4.5496)
N (-3.8402, 2.4504, -6.0339)
C (-3.1585, 3.5518, -6.6219)
C (-4.8604, 1.8765, -6.8380)
N (-1.8078, 1.0027, -4.9081)
C (-1.6480, -0.4313, -5.2630)
C (-0.5478, 1.8151, -5.2551)
N (-2.9455, 2.8706, -3.4844)
C (-2.2292, 2.6193, -2.2803)
C (-3.7056, 4.1846, -3.4480)
H (-3.0408, 3.3441, -7.6854)
H (-2.1958, 3.6355, -6.1176)
H (-3.7512, 4.4588, -6.5028)
H (-5.1604, 2.4214, -7.7331)
H (-5.7533, 1.6096, -6.2727)
H (-4.4498, 0.9520, -7.2438)
H (-1.7339, -0.5787, -6.3396)
H (-0.5992, -0.6897, -5.1170)
H (-2.2470, -1.1342, -4.6840)
H (-0.4237, 2.5938, -4.5025)
H (0.3449, 1.1931, -5.1899)
H (-0.4453, 2.2636, -6.2433)
H (-1.9891, 1.5568, -2.2421)
H (-1.3354, 3.2004, -2.0533)
H (-2.9540, 2.6536, -1.4669)
H (-4.7883, 4.0953, -3.3589)
H (-3.4639, 4.8824, -4.2496)
H (-3.4203, 4.7634, -2.5696)
O (-4.6819, 0.3384, 2.4449)
P (-6.0201, 0.8343, 1.9521)
N (-5.8585, 1.4119, 0.3846)
C (-5.1170, 2.6413, 0.2407)
C (-5.5275, 0.4697, -0.6825)
N (-6.7773, 2.1349, 2.7476)
C (-6.6250, 2.2722, 4.1361)
C (-8.0156, 2.8379, 2.2669)
N (-7.3334, -0.3546, 1.8430)
C (-7.6094, -1.2014, 3.0629)
C (-8.5694, -0.0342, 1.0978)
H (-5.1356, 2.9316, -0.8098)
H (-4.0778, 2.5646, 0.5606)
H (-5.6053, 3.4157, 0.8323)
H (-5.3337, 0.9148, -1.6585)
H (-6.3255, -0.2374, -0.9087)
H (-4.6322, -0.0562, -0.3509)
H (-6.9722, 3.2331, 4.5158)
H (-7.1390, 1.5245, 4.7401)
H (-5.5697, 2.2223, 4.4046)
H (-7.9761, 2.9341, 1.1819)
H (-8.9449, 2.3408, 2.5450)
H (-8.0882, 3.8498, 2.6655)
H (-8.1365, -2.1188, 2.8006)
H (-6.7014, -1.3349, 3.6511)
H (-8.2784, -0.6513, 3.7246)
H (-9.4573, 0.2068, 1.6823)
H (-8.8947, -0.8163, 0.4118)
H (-8.4701, 0.9008, 0.5463)
O (-1.1999, 5.9388, 4.6231)
P (-2.0534, 4.7970, 4.8975)
N (-3.6501, 4.8344, 4.3171)
C (-4.6541, 5.6943, 4.9457)
C (-3.7738, 4.8052, 2.8289)
N (-2.1238, 4.6060, 6.5780)
C (-2.9343, 3.5557, 7.0815)
C (-0.8692, 4.8995, 7.3275)
N (-1.4314, 3.3023, 4.3543)
C (-0.0252, 2.9782, 4.4660)
C (-2.3475, 2.1578, 4.0668)
H (-4.5248, 5.7426, 6.0270)
H (-5.6490, 5.3258, 4.6957)
H (-4.5416, 6.7016, 4.5447)
H (-3.0627, 4.0997, 2.3991)
H (-3.5095, 5.7979, 2.4643)
H (-4.7788, 4.5131, 2.5243)
H (-3.9903, 3.5010, 6.8170)
H (-2.5383, 2.5793, 6.8023)
H (-2.9496, 3.6435, 8.1679)
H (-0.9983, 4.5756, 8.3603)
H (0.0084, 4.3624, 6.9677)
H (-0.5740, 5.9473, 7.3825)
H (0.1527, 2.3944, 3.5629)
H (0.6060, 3.8660, 4.5048)
H (0.1531, 2.2261, 5.2346)
H (-3.3915, 2.2511, 4.3660)
H (-2.0511, 1.2048, 4.5050)
H (-2.3896, 2.0275, 2.9855)
O (5.5900, -6.1658, 1.0841)
P (5.4933, -5.6059, 2.4599)
N (3.9280, -4.9597, 2.8745)
C (3.5723, -4.4286, 4.1639)
C (2.9389, -4.9906, 1.8392)
N (6.5945, -4.3592, 2.8124)
C (6.5864, -3.5646, 4.0403)
C (7.1280, -3.6574, 1.6017)
N (5.7773, -6.8648, 3.6190)
C (4.8923, -8.0001, 3.7018)
C (6.8633, -6.8690, 4.6294)
H (4.2470, -4.7663, 4.9506)
H (2.6672, -4.9045, 4.5413)
H (3.4367, -3.3472, 4.1539)
H (3.3999, -5.3045, 0.9028)
H (2.6779, -3.9652, 1.5773)
H (2.1648, -5.6978, 2.1369)
H (5.8062, -2.8040, 4.0081)
H (6.3798, -4.1861, 4.9116)
H (7.5111, -3.0295, 4.2563)
H (8.0467, -3.1231, 1.8437)
H (7.3429, -4.3105, 0.7558)
H (6.4467, -2.8543, 1.3206)
H (5.5024, -8.9029, 3.6759)
H (4.2874, -8.0961, 4.6035)
H (4.1608, -7.9591, 2.8948)
H (7.0560, -7.9275, 4.8044)
H (6.5066, -6.3608, 5.5252)
H (7.6976, -6.3349, 4.1745)
O (1.0377, -1.7008, 1.0205)
P (0.8655, -0.7483, -0.0995)
N (1.7211, 0.7722, 0.0839)
C (2.9178, 0.9225, 0.9063)
C (1.4166, 1.9631, -0.7295)
N (-0.7437, -0.1771, -0.3423)
C (-1.3545, 0.5027, 0.7766)
C (-1.6906, -0.8546, -1.1758)
N (1.3108, -1.2589, -1.6693)
C (1.6882, -2.6851, -1.8279)
C (1.6458, -0.3896, -2.8518)
H (3.6459, 1.4351, 0.2776)
H (3.2372, -0.0455, 1.2922)
H (2.6936, 1.5597, 1.7617)
H (0.4079, 1.8164, -1.1156)
H (2.0870, 2.0187, -1.5872)
H (1.3824, 2.8863, -0.1509)
H (-1.9782, 1.3376, 0.4571)
H (-2.0397, -0.1070, 1.3655)
H (-0.5912, 0.9580, 1.4076)
H (-2.6248, -0.2934, -1.1547)
H (-1.2988, -1.0181, -2.1797)
H (-1.8204, -1.8239, -0.6943)
H (1.7696, -3.0457, -2.8533)
H (2.5380, -2.9714, -1.2083)
H (0.9244, -3.2923, -1.3420)
H (1.1175, 0.5619, -2.7916)
H (1.2824, -0.9367, -3.7217)
H (2.7230, -0.2345, -2.9123)
C (5.8382, -1.5636, -1.5517)
C (6.1610, -0.8692, -2.7866)
N (6.3916, -0.2611, -3.7267)
H (6.0958, -2.6221, -1.5171)
H (4.8249, -1.4215, -1.1759)
H (6.3991, -1.1261, -0.7259)
C (-3.3130, -1.5485, 4.5291)
C (-3.0283, -2.9861, 4.5708)
N (-2.8424, -4.1254, 4.6218)
H (-2.7728, -1.0762, 5.3497)
H (-4.3813, -1.3397, 4.5854)
H (-2.8752, -1.2340, 3.5817)
C (5.5580, 2.9826, 2.4480)
C (5.7388, 1.7813, 3.3116)
N (5.8995, 0.8292, 3.9936)
H (6.3037, 3.7550, 2.6365)
H (4.6100, 3.3971, 2.7909)
H (5.5025, 2.6548, 1.4100)
C (-0.4320, -3.8624, 2.8937)
C (-0.9977, -4.4430, 1.6778)
N (-1.4306, -4.9336, 0.7041)
H (0.6139, -3.6858, 2.6425)
H (-0.4826, -4.6321, 3.6638)
H (-0.8879, -2.8994, 3.1233)
C (6.1642, -5.9798, -2.1244)
C (5.0841, -5.1140, -2.4390)
N (4.2238, -4.3648, -2.7448)
H (7.0267, -5.4418, -1.7308)
H (6.4877, -6.5489, -2.9959)
H (5.7378, -6.7337, -1.4627)
C (7.4169, 3.0015, -3.1553)
C (6.5873, 2.5584, -2.0948)
N (5.9351, 2.1851, -1.2421)
H (7.2319, 4.0740, -3.2154)
H (7.1228, 2.6343, -4.1385)
H (8.4863, 2.9038, -2.9687)
C (3.8753, -2.2598, -5.2776)
C (2.8714, -1.7863, -6.3374)
N (2.0508, -1.4384, -7.1502)
H (4.2917, -3.2153, -5.5964)
H (3.3486, -2.3091, -4.3246)
H (4.6076, -1.4710, -5.1052)

Results
Energy above the lowest of the compared OMol25 structures with the same formula, charge and spin ... 49.88 kcal per mole
HOMO level ... -0.2869 Ha
Frontier orbital gap ... 8.0855 eV